Below is a molecular structure, C43H62IrN2O2Se2 in a non-equilibrium geometry, with properties calculated with wB97M-V/def2-TZVPD.

```
112
Properties=species:S:1:pos:R:3:forces:R:3:lowdin_spin:R:1
Ir -0.36334 -0.66212 -0.41537 0.166 0.916 -0.136 0.020
C 2.66678 0.87057 6.47935 -0.025 0.003 0.024 0.000
C 2.59787 1.62342 5.15247 -0.101 0.133 -0.109 0.000
C 3.97660 1.54272 4.47663 0.004 -0.035 0.055 0.000
C 2.25621 3.09448 5.42978 0.023 -0.033 0.081 0.000
C 1.55587 1.03330 4.20089 0.048 -0.008 0.047 0.000
C 1.43155 1.54571 2.91773 0.072 0.094 0.066 0.000
C 0.56284 0.92913 2.03614 0.072 0.332 0.318 0.004
Se 0.59310 1.43489 0.22135 0.120 -0.721 -0.698 0.003
C -1.00345 2.42532 -0.14875 -0.007 0.410 0.001 0.088
C -0.96782 3.77910 -0.11688 -0.160 0.182 0.024 0.069
C -2.08401 4.53308 -0.59979 0.102 -0.111 0.026 0.212
C -3.23734 3.83089 -0.98162 0.077 0.025 0.094 -0.007
C -3.33096 2.45531 -1.00191 -0.018 -0.039 -0.072 0.147
C -2.12532 1.71357 -0.66976 -0.052 0.025 0.070 0.126
O -2.03934 0.46351 -0.86042 -0.488 -0.349 0.217 0.239
C -4.62620 1.73347 -1.33763 -0.086 -0.026 0.015 0.015
C -4.48772 0.92726 -2.64184 0.095 0.027 -0.004 0.010
C -4.98942 0.79311 -0.17003 0.046 0.000 0.008 0.011
C -5.78015 2.72454 -1.52091 0.019 0.010 0.013 -0.001
C -1.94838 6.03168 -0.75009 0.022 0.038 0.050 0.026
C -1.50334 6.65933 0.58256 -0.036 -0.072 0.051 0.015
C -3.24786 6.69371 -1.20747 -0.033 -0.018 0.012 0.000
C -0.86329 6.27959 -1.81959 0.005 -0.048 -0.023 0.021
C -0.20096 -0.18112 2.35290 0.165 -0.143 0.122 0.002
O -1.02714 -0.70309 1.41894 -0.223 -0.304 -0.548 -0.005
C -0.08460 -0.73142 3.63318 -0.019 -0.159 0.206 0.000
C 0.76626 -0.07132 4.52578 -0.056 -0.067 -0.144 0.000
C -0.78986 -2.04036 4.00478 -0.021 0.123 0.126 0.000
C -2.31387 -1.85225 3.96009 0.017 -0.047 -0.005 0.000
C -0.40709 -2.49080 5.41809 -0.022 -0.026 -0.011 0.000
C -0.35836 -3.15311 3.03210 -0.013 0.039 -0.012 0.000
H 3.47179 1.29000 7.08319 -0.031 0.006 0.018 0.000
H 1.74187 0.96700 7.05251 0.010 -0.034 -0.025 0.000
H 2.88603 -0.18969 6.33656 0.004 0.016 0.005 0.000
H 4.74125 1.90264 5.16667 0.005 0.010 -0.037 0.000
H 4.22109 0.51302 4.20721 0.004 0.013 0.010 0.000
H 4.02955 2.15576 3.57494 -0.008 -0.014 0.012 0.000
H 3.00736 3.52509 6.09399 -0.019 0.028 -0.017 0.000
H 2.24164 3.68931 4.51399 0.003 -0.012 0.017 0.000
H 1.28275 3.18533 5.91514 0.008 0.007 -0.016 0.000
H 2.00249 2.41540 2.61258 0.076 -0.105 -0.077 0.000
H -0.09233 4.29389 0.26015 0.015 0.038 -0.123 0.001
H -4.10195 4.40386 -1.27439 0.021 0.002 -0.007 -0.003
H -3.73257 0.14713 -2.56651 -0.016 0.006 0.015 0.000
H -5.44579 0.45445 -2.86222 0.023 0.008 -0.007 0.001
H -4.23515 1.58268 -3.47850 -0.020 -0.020 0.013 0.000
H -4.28197 -0.02845 -0.07051 -0.002 0.023 0.011 0.000
H -5.02885 1.33830 0.77566 -0.019 -0.012 -0.019 0.000
H -5.97798 0.37033 -0.35254 0.026 0.000 0.000 0.001
H -5.63885 3.36399 -2.39508 -0.001 -0.002 0.029 0.000
H -6.69975 2.16135 -1.67565 0.007 0.009 -0.019 0.000
H -5.92637 3.35350 -0.64008 -0.013 -0.027 -0.015 0.000
H -2.21179 6.43366 1.38200 0.005 0.031 -0.023 0.000
H -0.51415 6.31908 0.89415 -0.024 0.022 -0.010 0.000
H -1.45554 7.74255 0.46908 0.017 -0.022 -0.005 0.002
H -4.05873 6.54108 -0.49147 0.025 0.008 -0.019 0.000
H -3.08531 7.76743 -1.29585 -0.009 -0.012 0.003 0.000
H -3.56790 6.33166 -2.18688 0.004 0.015 0.025 0.000
H 0.11463 5.90997 -1.50337 -0.026 0.028 -0.004 0.000
H -1.12477 5.79748 -2.76396 -0.004 0.036 0.011 0.000
H -0.77794 7.35211 -1.99859 0.022 -0.021 0.021 0.004
H 0.84647 -0.46684 5.52624 0.042 -0.046 -0.057 0.000
H -2.63791 -1.15504 4.73513 0.004 0.000 -0.030 0.000
H -2.64896 -1.47749 2.99336 -0.003 -0.022 0.004 0.000
H -2.80407 -2.81073 4.14393 -0.008 0.034 0.009 0.000
H -0.73987 -1.78215 6.17914 0.025 -0.008 -0.019 0.000
H -0.89270 -3.44463 5.62610 -0.012 0.023 0.015 0.000
H 0.67004 -2.64023 5.52186 -0.029 -0.023 0.004 0.000
H -0.81104 -3.03365 2.04849 0.018 0.020 -0.001 0.000
H 0.72883 -3.17285 2.91843 -0.003 -0.025 0.029 0.000
H -0.67092 -4.11818 3.43400 -0.008 0.003 -0.046 0.000
C 3.28756 -5.41607 0.24551 0.020 0.049 -0.034 0.000
C 3.23764 -5.41018 -1.28049 -0.056 -0.057 0.108 0.000
C 1.97987 -6.07656 -1.83633 0.097 0.057 -0.072 0.000
C 0.71720 -5.23374 -1.71020 0.016 0.094 -0.054 0.000
N 0.75028 -4.06289 -2.61080 -0.079 -0.351 -0.037 0.000
C 1.07428 -2.80335 -2.31175 -0.135 0.135 0.240 0.001
Se 1.45837 -2.19482 -0.53231 0.335 -0.248 0.224 -0.002
N 1.06689 -2.06399 -3.43290 -0.055 0.261 -0.150 0.000
C 1.42353 -0.64233 -3.59057 -0.027 -0.210 -0.076 0.000
C 2.83866 -0.46236 -4.12599 0.073 -0.066 0.065 0.000
C 3.93244 -0.81483 -3.11897 -0.016 0.094 0.018 0.000
C 4.08007 0.22430 -2.01188 0.025 -0.010 -0.037 0.000
C 0.71127 -2.88634 -4.50573 0.102 0.288 0.030 0.000
C 0.53156 -2.60976 -5.85963 -0.003 0.040 0.037 0.000
C 0.13577 -3.66476 -6.65247 -0.017 -0.126 0.031 0.000
C -0.07590 -4.95237 -6.11924 0.009 0.117 -0.072 0.000
C 0.10853 -5.22029 -4.78079 0.039 -0.016 0.034 0.000
C 0.51289 -4.15053 -3.98472 0.007 -0.208 0.231 0.000
H 4.18293 -4.91015 0.60821 -0.025 -0.014 0.005 0.000
H 3.30828 -6.43981 0.62346 -0.010 0.031 -0.005 0.000
H 2.42424 -4.91345 0.69003 0.010 -0.016 -0.007 0.000
H 4.10719 -5.94354 -1.66627 0.014 0.039 -0.020 0.000
H 3.31964 -4.38469 -1.66196 0.031 -0.019 -0.019 0.000
H 1.80001 -7.01337 -1.30287 -0.009 -0.003 -0.046 0.000
H 2.12325 -6.33122 -2.88953 -0.013 -0.044 0.015 0.000
H 0.57377 -4.87096 -0.69450 -0.020 0.060 0.003 0.000
H -0.15919 -5.81668 -1.98800 -0.073 0.057 0.003 0.000
H 1.30597 -0.15735 -2.61986 0.016 0.006 0.050 0.000
H 0.69501 -0.20750 -4.27420 -0.068 -0.021 0.030 0.000
H 2.94602 0.58213 -4.43125 -0.005 -0.029 -0.033 0.000
H 2.94799 -1.07119 -5.02669 -0.030 0.038 -0.021 0.000
H 4.87757 -0.89841 -3.65654 0.001 -0.026 0.007 0.000
H 3.74000 -1.80209 -2.68554 0.033 -0.012 -0.026 0.000
H 4.29545 1.20854 -2.43405 -0.007 -0.023 0.016 0.000
H 4.89979 -0.03415 -1.34170 -0.034 0.000 0.014 0.000
H 3.17475 0.30575 -1.40338 0.012 0.001 0.003 0.000
H 0.68898 -1.62210 -6.27203 0.005 -0.027 0.000 0.000
H -0.01891 -3.50213 -7.71053 0.002 -0.014 0.018 0.000
H -0.39552 -5.74807 -6.77830 0.017 0.018 0.000 0.000
H -0.05802 -6.20890 -4.37482 0.017 0.020 -0.014 0.000
```
Forces are in eV/Å.

- total charge = +2
- HOMO-LUMO gap (alpha / beta) (eV) = 6.11 / 5.30
- 2S+1 = 2